No. 1
13
Properties=species:S:1:pos:R:3:nbo_charge:R:1 method="wB97M-V/def2-TZVPD" energy_ev=-10482.5772 homo_energy_ev=-9.70 e_above_lowest_kcal_mol=1.7 fmax_ev_per_a=4.0 homo_lumo_gap_ev=9.92 lumo_energy_ev=0.22
B 1.3022 0.3042 0.0153 1.12
C -2.3772 -0.2816 0.3458 0.53
C -0.0950 -0.0991 -0.5884 -0.60
N -1.0310 -0.7009 0.3281 -0.61
O -2.8010 0.8385 0.0726 -0.58
O 2.2285 -0.6503 0.2537 -0.88
O 1.6348 1.6611 0.1708 -0.91
H -3.0003 -1.0590 0.7990 0.11
H -0.6057 0.8762 -1.0735 0.25
H 0.1388 -0.7537 -1.4296 0.21
H -0.9600 -1.7022 0.2562 0.38
H 3.0260 -0.4001 0.5882 0.48
H 2.5398 1.9669 0.2618 0.49

No. 2
11
Properties=species:S:1:pos:R:3:lowdin_charge:R:1 method="wB97M-V/def2-TZVPD" energy_ev=-12096.3612 homo_energy_ev=-15.45 charge=+1 fmax_ev_per_a=6.0 homo_lumo_gap_ev=8.79 lumo_energy_ev=-6.66
O 1.6620 0.8996 -0.9948 -0.48
O -0.8626 -0.0497 1.2177 -0.55
H 1.2583 1.6265 -1.5013 0.04
Bi 0.7537 -0.1573 0.2710 1.93
C -2.2311 -0.0447 0.9983 -0.37
C -2.6967 -1.0679 -0.0291 -0.08
H -2.5460 0.9622 0.6550 0.13
H -2.7671 -0.2338 1.9497 0.14
H -2.7218 -0.6201 -1.0346 0.08
H -2.0207 -1.9381 -0.0377 0.08
H -3.7113 -1.4322 0.1993 0.09

No. 3
11
Properties=species:S:1:pos:R:3:nbo_charge:R:1 method="wB97M-V/def2-TZVPD" energy_ev=-144303.6080 homo_energy_ev=-10.17 e_above_lowest_kcal_mol=1.1 fmax_ev_per_a=1.2 homo_lumo_gap_ev=10.65 lumo_energy_ev=0.48
Br 1.9170 0.3748 1.5869 0.00
Br -0.7887 -0.8979 2.7988 0.06
C -0.7196 1.1577 0.7900 -0.66
C -0.0065 -0.0976 1.2402 -0.31
H -0.7271 1.8736 1.6291 0.23
H -1.7611 0.9675 0.4805 0.23
H -0.1787 1.6133 -0.0564 0.23
H -0.0575 -0.8096 0.3915 0.23
O 0.7043 -1.7175 -2.7268 -0.94
H 0.3781 -0.8004 -2.5830 0.47
H 1.2399 -1.6639 -3.5506 0.47

No. 4
11
Properties=species:S:1:pos:R:3:nbo_charge:R:1 method="wB97M-V/def2-TZVPD" energy_ev=-150131.0782 homo_energy_ev=-8.04 e_above_lowest_kcal_mol=94.6 fmax_ev_per_a=2.2 homo_lumo_gap_ev=6.88 lumo_energy_ev=-1.17
C 1.2618 0.6603 1.8881 -0.88
C -1.4425 -1.2782 -2.3077 -1.08
Si -0.7762 0.2222 -1.6628 1.23
Br -0.9521 -2.4873 -0.8806 0.06
Br -2.0545 0.7477 0.0468 -0.32
H 1.5445 -0.4000 2.1389 0.22
H 0.1249 0.7114 1.8990 0.23
H 1.7430 0.8433 0.8735 0.21
H 1.7522 1.1033 2.7473 0.22
H -1.3329 -1.5555 -3.3526 0.24
H 0.1320 1.4327 -1.3899 -0.12

No. 5
11
Properties=species:S:1:pos:R:3:nbo_charge:R:1 method="wB97M-V/def2-TZVPD" energy_ev=-150135.1816 homo_energy_ev=-10.15 e_above_lowest_kcal_mol=0.0 fmax_ev_per_a=3.0 homo_lumo_gap_ev=10.68 lumo_energy_ev=0.53
C 0.2059 1.2773 -0.2738 -1.07
C -0.7122 -1.5292 0.5642 -0.90
Si 0.5604 -0.6059 -0.5219 1.24
Br -2.5925 -1.0775 0.1482 -0.01
Br 2.6027 -1.3708 0.1617 -0.32
H 0.5638 1.7113 0.7117 0.25
H 0.5787 1.6899 -1.1529 0.23
H -0.8584 1.2973 -0.3591 0.25
H -0.5934 -1.3023 1.6782 0.25
H -0.5958 -2.5616 0.5627 0.23
H 0.3020 -0.9900 -1.9441 -0.16

No. 6
13
Properties=species:S:1:pos:R:3:nbo_charge:R:1 method="wB97M-V/def2-TZVPD" energy_ev=-88630.0531 homo_energy_ev="-10.28 / -9.47" e_above_lowest_kcal_mol=80.7 fmax_ev_per_a=4.0 homo_lumo_gap_ev="8.07 / 5.45" lumo_energy_ev="-2.22 / -4.02"
C 0.4498 -0.7104 0.9714 -0.47
C -0.4432 -0.3107 -1.1921 -0.41
N 0.4659 0.0287 -0.2292 -0.60
O 1.8905 1.8283 0.8570 -0.87
O 0.9365 2.2450 -1.3361 -0.88
S 0.7652 1.6470 -0.0363 1.95
Br -3.1315 -0.9741 0.9026 -0.06
H 0.0751 -1.7394 0.9392 0.23
H 1.3985 -0.6943 1.5246 0.24
H -0.1278 -0.3573 1.7630 0.22
H -1.2488 -0.5653 -0.5519 0.18
H -0.7588 0.6534 -1.6750 0.24
H -0.2715 -1.0511 -1.9370 0.23

No. 7
11
Properties=species:S:1:pos:R:3:nbo_charge:R:1 method="wB97M-V/def2-TZVPD" energy_ev=-84537.8611 homo_energy_ev=-8.82 e_above_lowest_kcal_mol=5.7 fmax_ev_per_a=3.9 homo_lumo_gap_ev=9.01 lumo_energy_ev=0.19
C -0.3081 0.0015 -1.4622 -0.42
C -0.1447 -0.5115 0.8435 -0.42
N -1.0055 -0.3001 -0.2386 -0.53
S -2.5924 -1.3073 -0.2834 0.27
Br -3.8662 0.3458 0.0346 -0.06
H 0.5303 -0.7394 -1.6267 0.17
H -0.9896 -0.0774 -2.3265 0.22
H 0.0941 1.0442 -1.4243 0.20
H -0.6493 -0.5567 1.8040 0.21
H 0.4616 -1.4109 0.7633 0.16
H 0.5504 0.2948 0.8438 0.20

No. 8
11
Properties=species:S:1:pos:R:3:nbo_charge:R:1 method="wB97M-V/def2-TZVPD" energy_ev=-19170.8460 homo_energy_ev="-16.28 / -18.82" charge=+2 e_above_lowest_kcal_mol=105.5 multiplicity=3 fmax_ev_per_a=3.1 homo_lumo_gap_ev="6.89 / 9.39" lumo_energy_ev="-9.39 / -9.43"
C -1.5480 0.3795 0.1250 -0.65
C -0.2661 -0.1068 -0.5008 -0.09
O 0.8044 0.2142 0.4299 -0.30
H -2.3365 0.3160 -0.6359 0.27
H -1.8428 -0.2486 0.9755 0.24
H -1.4596 1.4243 0.4475 0.24
H -0.0184 0.4191 -1.4302 0.20
H -0.2624 -1.1925 -0.6615 0.22
H 1.0256 -0.6523 1.3223 0.65
Ce 4.0758 0.2144 -0.4053 1.94
O 1.8282 -0.7675 0.3335 -0.72